{"formula": "C19H16N4O4", "method": "ωB97M-V/def2-TZVPD", "species": ["O", "C", "C", "H", "C", "H", "H", "H", "O", "H", "H", "H", "H", "H", "H", "H", "N", "C", "C", "C", "N", "C", "C", "H", "C", "C", "C", "O", "N", "C", "N", "H", "C", "C", "C", "H", "H", "C", "C", "H", "C", "C", "O"], "xyz": [[-2.05789, 3.05528, 4.88827], [-3.14403, 2.33508, 5.42000], [1.04398, -0.55717, -2.64842], [-0.96127, -0.19351, 1.87756], [-0.27008, 3.26562, 3.40134], [3.01091, -0.59310, -3.45076], [-3.56632, 2.97079, 6.19647], [-1.44702, 1.06815, -0.14349], [-0.88990, -1.10085, -4.02620], [-3.90667, 2.13824, 4.65979], [1.09005, -5.08811, -1.12961], [-2.81976, 1.38886, 5.86473], [0.23687, -2.60459, -4.94411], [2.17755, -2.13930, -3.56495], [1.34479, 3.39748, 2.01814], [-2.25939, 0.06020, -2.25183], [-1.19217, -3.23383, -1.95061], [-1.21233, 0.04732, -1.99690], [-0.75878, 0.59350, -0.82403], [-0.77534, 0.78737, 2.29036], [0.45658, -4.46038, -1.60342], [0.28157, 1.54955, 1.80486], [1.48899, -0.01787, -1.43224], [-1.52261, -2.84795, -4.78326], [3.40034, 0.49795, -0.09489], [-1.33403, 2.49845, 3.88330], [0.59983, 0.53097, -0.49447], [4.60377, 0.46032, -0.00792], [-0.64846, -3.99107, -1.07455], [-1.57420, 1.24829, 3.32137], [0.66646, -4.02104, -2.82681], [1.72799, -0.81354, -4.65252], [0.52938, 2.79310, 2.38606], [1.15433, 1.04353, 0.73682], [-0.38871, -3.24669, -3.03440], [-0.09316, 4.23135, 3.84728], [-2.37711, 0.62262, 3.67780], [-0.32741, -0.55778, -2.89386], [2.50063, 1.04159, 0.89659], [2.96411, 1.41480, 1.79603], [2.04843, -1.05929, -3.64235], [-0.62520, -2.47022, -4.28023], [2.82522, -0.04413, -1.21494]], "atomic_forces_ev_per_a": [[0.28, 0.13, -0.18], [-0.19, -0.14, 0.09], [0.05, 0.00, -0.08], [-0.04, -0.07, -0.05], [-0.19, -0.02, 0.21], [0.03, -0.03, -0.10], [0.00, -0.09, -0.05], [-0.07, 0.01, 0.03], [0.18, 0.29, 0.13], [0.04, 0.00, 0.03], [-0.15, 0.09, 0.02], [-0.01, 0.03, -0.03], [-0.15, 0.03, 0.10], [0.06, -0.03, -0.06], [0.08, 0.07, -0.04], [-0.13, -0.02, -0.01], [-0.58, 0.37, -0.34], [-0.01, -0.06, -0.26], [0.19, -0.09, -0.12], [0.23, 0.12, -0.06], [-0.14, 0.31, -0.53], [-0.15, 0.04, 0.17], [-0.95, 0.07, 0.07], [0.20, 0.05, 0.04], [0.67, 0.09, 0.16], [0.17, 0.04, -0.13], [0.22, -0.19, -0.39], [-0.42, -0.01, -0.06], [0.01, -0.55, 1.18], [-0.24, 0.07, 0.27], [0.20, 0.08, -0.48], [0.00, -0.02, -0.08], [-0.12, -0.10, -0.03], [0.76, -0.05, 0.06], [0.59, -0.58, 0.28], [0.02, 0.12, 0.05], [-0.08, -0.03, 0.06], [0.12, 0.40, 0.47], [-0.56, 0.07, 0.04], [0.04, -0.02, 0.06], [0.00, 0.03, 0.00], [-0.06, -0.31, -0.28], [0.10, -0.11, -0.16]], "nbo_charge": [-0.4872, -0.2532, -0.1333, 0.2162, -0.2527, 0.2456, 0.2030, 0.2193, -0.5007, 0.1773, 0.4209, 0.1775, 0.2024, 0.2333, 0.2211, 0.2301, -0.2513, -0.2666, -0.1116, -0.1183, -0.1638, -0.1325, 0.4093, 0.2177, 0.7373, 0.3153, -0.1963, -0.5696, -0.0272, -0.3235, -0.2524, 0.2201, -0.1596, 0.0836, 0.2286, 0.2277, 0.2223, 0.3228, -0.3362, 0.2349, -0.6517, -0.1006, -0.4785], "e_tot_ev": -34111.7271, "homo_energy_ev": -8.4, "orbital_gap_ev": 8.49, "e_lumo_ev": 0.1, "smiles": "COc1ccc(-c2cc(=O)oc3c(C)c(OCc4nn[nH]n4)ccc23)cc1"}